No. 1
Computed, not measured: a structure of composition C17H28N3OPSTa at a distorted geometry, with ωB97M-V/def2-TZVPD.

The geometry in ORCA input format:
```
! wB97M-V def2-TZVPD RIJCOSX def2/J DEFGRID3
* xyz 3 1
Ta 0.832 0.137 0.058
N -2.991 1.300 -1.787
C -1.870 0.714 -1.399
S -0.543 1.801 -0.873
N -1.749 -0.574 -1.343
N -0.526 -1.023 -0.893
C -0.346 -2.319 -1.297
C 0.782 -3.118 -1.167
C 0.783 -4.420 -1.741
C 1.907 -5.204 -1.652
C 3.036 -4.712 -0.986
C 3.065 -3.441 -0.396
C 1.949 -2.664 -0.503
O 1.833 -1.430 0.049
H -3.053 2.296 -1.937
H -3.781 0.730 -2.060
H -1.214 -2.712 -1.818
H -0.104 -4.773 -2.253
H 1.930 -6.191 -2.091
H 3.920 -5.335 -0.919
H 3.950 -3.089 0.117
C 0.748 -0.487 4.955
C 0.214 -1.006 3.610
C 1.053 -2.163 3.068
P -0.016 0.362 2.417
C -1.687 1.095 2.602
C -2.016 1.476 4.049
C -2.731 0.101 2.059
C 1.274 1.688 2.291
C 2.697 1.150 2.074
C 1.236 2.753 3.401
H 0.656 -1.289 5.689
H 0.200 0.372 5.336
H 1.806 -0.228 4.887
H -0.821 -1.345 3.735
H 2.082 -1.859 2.866
H 0.618 -2.596 2.165
H 1.090 -2.946 3.824
H -1.664 1.991 1.973
H -2.025 0.605 4.703
H -3.027 1.887 4.060
H -1.350 2.228 4.466
H -3.004 -0.632 2.820
H -2.403 -0.442 1.174
H -3.640 0.645 1.804
H 0.955 2.243 1.365
H 3.058 0.619 2.954
H 3.372 1.981 1.868
H 2.833 0.438 1.238
H 1.435 2.301 4.371
H 0.279 3.266 3.432
H 2.010 3.495 3.205
*
```

Computed properties:
relative energy (zero: lowest compared OMol25 entry of this formula, charge and spin): 0.0163 eV
HOMO energy (alpha / beta): -18.38 / -18.38 eV
frontier orbital gap (alpha / beta): 0.217 / 0.217 Eh
LUMO (alpha / beta): -12.47 / -12.48 eV


No. 2
Computed, not measured: the molecule C17H28N4O2, with ωB97M-V/def2-TZVPD.

The geometry in ORCA input format:
```
! wB97M-V def2-TZVPD RIJCOSX def2/J DEFGRID3
* xyz 0 1
C -3.950 4.007 2.145
H -4.099 3.725 3.185
H -4.896 4.373 1.751
C -3.455 2.817 1.330
C -2.108 2.311 1.857
C -1.721 0.979 1.210
C -1.896 1.087 -0.263
N -1.395 0.251 -1.160
N -1.795 0.701 -2.356
C -2.547 1.815 -2.236
C -2.642 2.099 -0.891
C -3.326 3.196 -0.151
H -4.311 3.392 -0.582
H -2.741 4.117 -0.239
H -2.954 2.313 -3.093
C -1.398 0.031 -3.561
H -1.863 0.523 -4.416
H -1.730 -1.013 -3.526
C 0.133 0.013 -3.777
O 0.623 0.170 -4.875
N 0.806 -0.232 -2.649
C 2.244 -0.311 -2.564
C 2.670 -1.418 -1.602
H 3.738 -1.596 -1.731
C 2.367 -1.052 -0.146
N 2.409 -2.218 0.718
C 1.721 -1.996 1.979
C 1.710 -3.298 2.779
O 3.016 -3.761 3.028
C 3.702 -3.960 1.815
C 3.761 -2.677 0.986
H 4.265 -2.886 0.042
H 4.341 -1.915 1.539
H 4.706 -4.295 2.081
H 3.198 -4.742 1.227
H 1.245 -3.148 3.755
H 1.147 -4.057 2.216
H 0.693 -1.691 1.772
H 2.214 -1.208 2.578
H 3.062 -0.264 0.194
H 1.352 -0.651 -0.084
H 2.138 -2.338 -1.847
H 2.654 0.650 -2.226
H 2.616 -0.505 -3.573
H 0.260 -0.296 -1.790
H -0.690 0.713 1.454
H -2.363 0.179 1.591
H -2.158 2.188 2.941
H -1.340 3.057 1.640
H -4.185 2.003 1.416
H -3.226 4.819 2.110
*
```

Computed properties:
relative energy (zero: lowest compared OMol25 entry of this formula, charge and spin): 0.0000 eV
SMILES string: C[C@@H]1CCc2nn(CC(=O)NCCCN3CCOCC3)cc2C1
HOMO energy: -8.80 eV
frontier orbital gap: 0.352 Eh
LUMO: 0.76 eV


No. 3
Computed, not measured: a cluster of 5 separate species, C17H28O13 in total at a distorted geometry, with ωB97M-V/def2-TZVPD.

The geometry in ORCA input format:
```
! wB97M-V def2-TZVPD RIJCOSX def2/J DEFGRID3
* xyz 0 1
C 3.606 -4.665 28.054
O 2.798 -4.913 29.187
H 2.888 -4.448 27.263
H 4.153 -3.723 28.106
H 4.098 -5.606 27.810
H 2.350 -4.093 29.409
C -0.097 -0.682 23.390
C -0.364 -2.069 23.821
C -1.735 -2.634 23.378
O -1.370 -3.891 22.887
C -0.116 -3.850 22.543
O 0.395 -4.619 21.647
O 0.512 -2.824 23.112
H 0.844 -0.409 23.869
H -0.715 -0.006 23.981
H -0.157 -0.306 22.369
H -0.268 -2.118 24.906
H -2.412 -2.247 22.616
H -2.339 -2.964 24.223
C 8.129 -11.228 26.605
C 8.734 -10.890 25.201
C 8.249 -11.666 23.982
O 7.452 -10.754 23.252
C 7.794 -9.557 23.630
O 7.499 -8.515 23.085
O 8.382 -9.596 24.827
H 7.249 -10.632 26.847
H 8.833 -10.767 27.298
H 8.047 -12.280 26.876
H 9.764 -11.242 25.146
H 7.566 -12.368 24.460
H 9.078 -11.938 23.329
C 4.250 -10.260 20.419
C 4.481 -10.995 21.755
C 3.802 -10.363 22.967
O 2.853 -11.278 23.407
C 2.664 -12.322 22.529
O 1.780 -13.215 22.611
O 3.604 -12.185 21.532
H 3.224 -9.892 20.406
H 4.419 -10.831 19.507
H 5.014 -9.488 20.326
H 5.512 -11.321 21.894
H 3.426 -9.359 22.770
H 4.490 -10.386 23.812
C 4.977 -6.259 24.424
C 3.857 -5.844 23.536
C 4.269 -4.868 22.363
O 3.248 -5.276 21.556
C 3.093 -6.589 21.622
O 2.633 -7.399 20.805
O 3.437 -6.999 22.837
H 5.482 -7.214 24.285
H 4.628 -6.463 25.437
H 5.669 -5.424 24.530
H 3.075 -5.393 24.147
H 5.228 -5.022 21.868
H 4.106 -3.839 22.681
*
```

Computed properties:
relative energy (zero: lowest compared OMol25 entry of this formula, charge and spin): 1.3973 eV
SMILES string: C[C@H]1COC(=O)O1.C[C@H]1COC(=O)O1.C[C@H]1COC(=O)O1.C[C@H]1COC(=O)O1.CO
HOMO energy: -10.19 eV
frontier orbital gap: 0.379 Eh
LUMO: 0.12 eV